Entry 1:
Computed, not measured: C48H51BCdIN8O6PSTe as an isolated structure, with wB97M-V/def2-TZVPD.

Last column: Löwdin charge in e.
Element x y z (Å)
Cd  0.28814  -0.06798  0.81751  1.1483
C  -5.43786  1.76262  0.21671  -0.0430
C  -4.40126  0.74422  0.55311  -0.2980
C  -4.62386  -0.57358  0.86581  -0.0101
C  -3.33906  -1.14948  0.99961  -0.2906
N  -2.41826  -0.21018  0.77461  0.0535
N  -3.06096  0.94612  0.52831  0.0044
B  -2.36386  2.30142  0.44461  -0.5310
N  -1.52086  2.55782  1.71401  0.0258
N  -0.76286  1.62432  2.29311  0.0693
C  -0.24646  2.14212  3.40471  -0.2562
C  -0.69836  3.46462  3.54601  0.0173
C  -1.50856  3.68912  2.45551  -0.2730
C  -2.23986  4.94692  2.13031  -0.0327
C  0.62214  1.42382  4.32921  -0.1870
C  0.53044  0.04542  4.51891  -0.0454
C  1.35874  -0.59098  5.42701  -0.0923
C  2.30264  0.13312  6.13811  -0.1021
C  2.40624  1.50302  5.94991  -0.1096
C  1.56334  2.14432  5.06551  -0.0574
N  -1.50216  2.44682  -0.83359  0.0294
N  -0.43626  1.70342  -1.14659  0.0993
C  0.05774  2.17442  -2.29099  -0.3039
C  -0.72676  3.25242  -2.72939  0.0060
C  -1.71276  3.38852  -1.77949  -0.2742
C  -2.80396  4.40432  -1.79869  -0.0315
C  1.20524  1.69022  -3.05019  -0.2197
C  1.48534  0.33872  -3.21509  -0.0653
C  2.51854  -0.06768  -4.04319  -0.0963
C  3.29874  0.86802  -4.70499  -0.1037
C  3.03924  2.21712  -4.53099  -0.1027
C  2.00134  2.62542  -3.71719  -0.1065
C  -3.08576  -2.54448  1.26391  -0.2842
C  -1.97856  -3.21248  0.58861  -0.5490
C  -2.07216  -4.65968  0.60581  -0.2353
C  -2.89106  -5.32108  1.46591  -0.1737
C  -3.82996  -4.62818  2.24551  -0.1712
C  -3.93656  -3.25268  2.08701  -0.1050
H  -6.42036  1.29722  0.28501  0.0702
H  -5.40316  2.61052  0.89821  0.0668
H  -5.29626  2.13122  -0.79919  0.0688
H  -5.57476  -1.06678  0.93671  0.0999
H  -3.20456  3.13792  0.40581  0.1002
H  -0.48686  4.15762  4.33701  0.0989
H  -2.04096  5.69342  2.89921  0.0727
H  -1.90976  5.34422  1.17231  0.0675
H  -3.31366  4.76592  2.08211  0.0747
H  -0.19366  -0.52758  3.95191  0.0713
H  1.28584  -1.66108  5.55931  0.1015
H  2.97034  -0.36288  6.83191  0.0946
H  3.15624  2.06902  6.49041  0.0937
H  1.65584  3.20892  4.90651  0.1069
H  -0.60316  3.83632  -3.62069  0.1022
H  -2.66696  5.03822  -2.67479  0.0738
H  -3.78436  3.93152  -1.85219  0.0720
H  -2.77826  5.03092  -0.90909  0.0586
H  0.86624  -0.38338  -2.70669  0.0773
H  2.71484  -1.12338  -4.17769  0.1075
H  4.10554  0.55502  -5.35589  0.0931
H  3.65154  2.95312  -5.03479  0.0925
H  1.81564  3.68152  -3.57919  0.0942
H  -1.80496  -2.78228  -0.40219  -0.0267
H  -1.38296  -5.21118  -0.02129  0.0745
H  -2.86276  -6.40468  1.51781  0.0804
H  -4.48586  -5.16458  2.91701  0.0525
H  -4.71376  -2.71648  2.62311  0.0962
Te  0.18184  -2.62378  1.50251  0.6236
I  3.11234  3.14992  -0.48249  1.0419
C  3.63184  1.15762  -0.87839  -0.7276
C  4.88194  0.92372  -1.41089  -0.1487
C  5.21004  -0.38318  -1.75079  -0.0663
C  4.25294  -1.37648  -1.54689  -0.0694
C  3.04024  -1.02138  -0.99579  -0.2053
N  2.71434  0.23162  -0.67209  0.0073
H  5.57514  1.73792  -1.56199  0.0798
H  6.17504  -0.60658  -2.18429  0.0981
H  4.44964  -2.40648  -1.80669  0.1082
H  2.27144  -1.76128  -0.81129  0.0455
O  2.56264  2.14632  2.21831  -0.1321
C  2.98654  1.01672  2.46991  -0.5972
N  2.36064  -0.10848  2.12211  -0.1631
S  3.17784  -1.42428  2.53781  0.5038
O  2.46264  -2.30708  3.42711  -0.4450
O  3.75434  -2.08888  1.38561  -0.3407
C  4.48854  -0.58088  3.41921  -0.1884
C  5.57464  -1.01678  4.13221  -0.0496
C  6.45724  -0.06988  4.64861  -0.0876
C  6.23154  1.29212  4.42901  -0.0928
C  5.12834  1.72412  3.71921  -0.0147
C  4.24434  0.77552  3.21551  -0.1309
H  5.73944  -2.07288  4.28611  0.1131
H  7.32304  -0.38958  5.21561  0.0908
H  6.93514  2.01752  4.82101  0.0917
H  4.93274  2.77252  3.54291  0.1178
C  -0.24256  -4.75028  -3.36789  -0.0723
C  0.03284  -3.50008  -2.54319  -0.3073
O  -0.47886  -2.35208  -3.19569  -0.3348
P  -1.62546  -1.42248  -2.48079  0.9255
O  -2.88476  -2.41608  -2.93719  -0.3107
C  -4.16486  -2.23248  -2.37769  -0.3171
C  -4.68596  -3.54408  -1.81089  -0.0606
O  -1.72086  -0.29008  -3.65429  -0.3179
C  -1.83806  -0.61198  -5.02439  -0.3084
C  -0.79936  0.15842  -5.83169  -0.0671
H  0.16084  -5.61848  -2.85229  0.0704
H  0.22404  -4.67248  -4.34779  0.0647
H  -1.31356  -4.87828  -3.50279  0.0690
H  1.11444  -3.36568  -2.42369  0.1073
H  -0.40986  -3.62088  -1.55309  0.0569
H  -4.83156  -1.87008  -3.17579  0.1100
H  -4.12766  -1.47918  -1.58749  0.0853
H  -4.76886  -4.28858  -2.59809  0.0658
H  -5.66026  -3.38828  -1.36079  0.0707
H  -4.00646  -3.90758  -1.04609  0.0566
H  -1.71976  -1.69028  -5.17249  0.1036
H  -2.84666  -0.32648  -5.35479  0.1123
H  -0.97966  0.03882  -6.90039  0.0665
H  0.19924  -0.19178  -5.58549  0.0583
H  -0.85756  1.21412  -5.57609  0.0724

Force components x, y, z for each atom (eV/Å):
Cd -0.7 0.3 0.0
C 0.2 0.0 0.1
C -0.3 -0.2 0.2
C 0.1 0.4 0.0
C -0.1 0.5 -0.1
N 0.6 -0.6 0.1
N -0.7 0.4 -0.3
B 0.1 -0.6 0.1
N -0.3 0.7 0.1
N 1.0 -0.8 0.0
C -0.4 0.4 -0.3
C 0.0 -0.1 -0.1
C 0.2 0.0 0.2
C -0.1 -0.2 -0.1
C 0.1 -0.3 0.4
C -0.3 0.3 0.0
C 0.1 -0.1 0.2
C 0.0 -0.1 0.1
C 0.0 0.1 0.2
C -0.1 0.0 0.0
N -0.5 0.6 -0.3
N 0.9 -0.8 0.4
C -0.6 0.4 0.1
C -0.1 -0.1 0.3
C 0.3 0.1 -0.3
C 0.0 -0.1 0.2
C 0.3 -0.2 -0.2
C -0.1 0.2 -0.1
C 0.1 -0.1 -0.1
C 0.0 -0.1 0.0
C 0.0 0.1 -0.1
C -0.1 -0.1 0.0
C 0.1 -0.4 -0.2
C -0.2 0.3 -0.3
C 0.2 -0.2 -0.2
C -0.1 0.0 -0.1
C -0.3 -0.3 0.5
C 0.1 0.0 0.0
H 0.0 0.0 0.0
H -0.1 0.2 0.0
H -0.1 0.1 -0.1
H -0.1 -0.1 0.0
H -0.1 0.3 -0.1
H 0.0 0.1 0.2
H 0.0 0.0 0.0
H -0.1 0.1 -0.1
H -0.1 0.1 -0.1
H 0.0 0.0 -0.1
H 0.0 0.0 -0.1
H 0.0 -0.1 0.0
H 0.0 0.0 0.0
H 0.0 0.1 -0.1
H 0.0 0.1 -0.2
H 0.0 0.0 0.0
H -0.1 0.1 0.0
H -0.1 0.1 0.0
H 0.1 -0.1 0.0
H 0.0 -0.1 0.0
H 0.0 -0.1 0.0
H 0.0 0.1 0.0
H 0.0 0.0 0.1
H 0.2 0.0 0.3
H 0.1 -0.1 0.0
H 0.0 -0.1 -0.1
H -0.1 0.0 0.1
H 0.0 0.1 0.0
Te -0.6 -0.7 -0.6
I 0.2 0.3 -0.2
C -0.5 0.3 0.0
C 0.5 -0.3 -0.1
C -0.6 -0.1 0.2
C 0.7 0.4 -0.2
C -0.2 0.0 0.1
N 0.3 0.0 -0.1
H 0.0 0.0 0.0
H 0.1 -0.1 0.0
H 0.0 -0.1 0.1
H -0.1 -0.1 0.1
O 0.3 -0.3 0.4
C -0.5 1.0 -0.3
N 0.1 -0.2 0.2
S 0.2 -1.6 0.1
O 0.7 0.5 0.3
O 0.3 0.4 0.3
C -0.7 1.2 -0.6
C 0.4 -0.3 0.2
C -0.3 0.2 -0.2
C 0.3 -0.3 0.2
C -0.5 -0.1 -0.3
C 1.1 -0.3 0.7
H 0.0 -0.1 0.0
H 0.0 0.0 0.0
H 0.0 0.0 0.0
H 0.0 0.1 0.0
C 0.0 0.4 0.1
C 0.1 -0.6 0.1
O 0.0 0.5 -0.4
P -0.6 -0.3 -0.6
O 0.9 -0.1 -0.1
C -0.6 0.0 0.2
C 0.3 0.3 -0.2
O 0.2 0.1 0.5
C -0.1 -0.1 -0.7
C -0.2 -0.2 0.3
H 0.0 -0.1 0.1
H 0.1 0.0 -0.1
H -0.1 0.0 0.0
H -0.1 0.0 0.1
H 0.2 0.1 0.1
H 0.1 0.1 0.1
H -0.1 0.1 0.1
H 0.0 -0.2 -0.1
H -0.2 0.0 0.1
H 0.0 -0.1 0.2
H -0.1 0.1 0.0
H 0.1 -0.1 0.1
H 0.0 0.0 -0.1
H 0.1 0.0 -0.1
H 0.0 0.1 0.0

The HOMO energy comes out at 0.5375 eV. As for the LUMO energy: 3.684 eV. The calculation puts the HOMO-LUMO gap at 3.147 eV. The total charge is -2. Its relative energy (zero: lowest compared OMol25 entry of this formula, charge and spin) is 3.979 eV. As for the spin multiplicity: 1.

=====

Entry 2:
Computed, not measured: C48H51N4O5PtSTe as an isolated structure, with wB97M-V/def2-TZVPD.

Last column: Löwdin charge in e.
Element x y z (Å)
Pt  1.61290  0.64947  -1.32446  0.8479
C  -1.13510  -2.23793  4.94334  -0.0436
C  -0.45620  -1.50183  3.83054  -0.2561
C  0.50740  -0.53403  4.10934  0.0133
C  1.09860  0.20667  3.11164  -0.0823
C  2.11920  1.22237  3.45064  -0.2922
O  3.12220  1.38147  2.77514  0.0616
C  1.88050  2.02947  4.67104  -0.1479
C  0.60730  2.25107  5.19774  -0.0316
C  0.44790  3.05077  6.31434  -0.0678
C  1.54810  3.64767  6.91194  -0.0710
C  2.81470  3.44067  6.38924  -0.0680
C  2.97970  2.63967  5.27624  -0.0118
C  0.78310  -0.00583  1.72214  -0.2996
O  1.33620  0.76407  0.88404  -0.1589
C  -0.14660  -1.06553  1.43764  -0.0636
C  -0.75420  -1.74893  2.50994  0.0305
C  -0.41720  -1.53283  0.10264  -0.1843
N  -0.07590  -0.92403  -0.98926  -0.0267
C  -0.20700  -1.55273  -2.29036  -0.3188
C  0.94700  -2.50853  -2.57586  -0.3891
Te  2.86620  -1.56233  -2.18306  1.4316
C  3.10550  -2.35663  -0.20026  -0.4808
C  3.00300  -3.72113  0.03264  -0.1569
C  3.16910  -4.21323  1.31664  -0.0849
C  3.45740  -3.35133  2.36124  -0.0548
C  3.58800  -1.99543  2.12024  -0.0524
C  3.41680  -1.49593  0.84114  -0.1458
C  -1.08150  -2.86813  0.00604  -0.2025
C  -2.36780  -3.00393  -0.50276  -0.0200
C  -2.91130  -4.26523  -0.68126  -0.0457
C  -2.17970  -5.39483  -0.35626  -0.0631
C  -0.91380  -5.25993  0.18984  -0.0560
C  -0.36700  -4.00323  0.37654  -0.0363
H  -0.86830  -1.80003  5.90194  0.0771
H  -0.84830  -3.28903  4.94944  0.0824
H  -2.21640  -2.19253  4.82784  0.0830
H  0.80990  -0.36393  5.13284  0.1300
H  -0.25830  1.81097  4.72404  0.1160
H  -0.54030  3.21107  6.71954  0.1065
H  1.41400  4.27817  7.77854  0.1069
H  3.67310  3.90557  6.84944  0.1064
H  3.96050  2.46327  4.85964  0.1164
H  -1.49390  -2.50623  2.29504  0.1276
H  -0.19580  -0.75493  -3.04016  0.0822
H  -1.14820  -2.10733  -2.37746  0.1106
H  0.92430  -2.81473  -3.62056  0.0589
H  0.88520  -3.39093  -1.93976  0.0446
H  2.77810  -4.40283  -0.77596  0.1041
H  3.07770  -5.27393  1.49754  0.1128
H  3.59070  -3.73853  3.35884  0.1113
H  3.81820  -1.31203  2.92334  0.1122
H  3.49300  -0.43013  0.67804  0.0555
H  -2.94950  -2.12773  -0.74786  0.0998
H  -3.90600  -4.35843  -1.08666  0.0918
H  -2.59880  -6.37523  -0.52236  0.1080
H  -0.34850  -6.13503  0.46954  0.1086
H  0.61470  -3.89253  0.80994  0.0991
C  -6.67050  -3.67733  -1.95436  -0.0499
C  -5.88090  -2.41323  -1.80956  -0.2963
C  -6.04750  -1.61493  -0.68216  -0.0245
C  -5.34820  -0.43633  -0.52156  -0.0046
C  -4.45910  -0.02083  -1.50776  -0.2360
N  -3.72400  1.17417  -1.39626  0.1428
C  -4.06280  2.23097  -0.60476  -0.5021
O  -5.03040  2.31157  0.10994  0.1026
N  -3.20570  3.33597  -0.70566  0.1371
C  -1.84010  3.43867  -0.85336  -0.2012
C  -1.26980  4.72007  -0.86256  0.0174
C  0.09250  4.85347  -1.01226  -0.0225
C  0.87560  3.71257  -1.14536  -0.1282
N  0.34050  2.50227  -1.12116  -0.0442
C  -0.96890  2.35047  -0.97026  -0.0805
C  -4.26470  -0.82183  -2.62866  -0.0433
C  -4.97030  -2.00323  -2.77516  -0.0520
H  -7.73030  -3.47833  -1.80656  0.0857
H  -6.36920  -4.40653  -1.20196  0.0773
H  -6.53130  -4.11693  -2.93916  0.0789
H  -6.74580  -1.91763  0.08324  0.1215
H  -5.50650  0.17367  0.35084  0.1065
H  -3.07260  1.34607  -2.14816  0.1320
H  -3.64700  4.16467  -0.32376  0.1552
H  -1.90560  5.58537  -0.73826  0.1239
H  0.55580  5.82687  -1.03336  0.1197
H  1.94800  3.78887  -1.26296  0.0766
H  -1.32050  1.32967  -0.90316  0.0976
H  -3.56820  -0.51353  -3.39716  0.1098
H  -4.81270  -2.60793  -3.65746  0.1158
C  0.06750  2.97617  -5.19716  -0.1361
C  1.26840  3.76077  -4.67136  -0.1360
C  2.22510  2.63947  -4.28416  -0.1895
O  1.40320  1.59117  -3.76806  -0.2597
C  0.11590  1.67687  -4.38096  -0.1987
H  0.19690  2.75827  -6.25716  0.1157
H  -0.87250  3.50737  -5.06216  0.1149
H  0.99640  4.33967  -3.78916  0.0994
H  1.69030  4.42717  -5.41886  0.1213
H  2.93620  2.93407  -3.51506  0.0821
H  2.76470  2.26947  -5.16616  0.1321
H  -0.63890  1.66767  -3.58746  0.0935
H  -0.02930  0.80037  -5.02306  0.1213
C  5.04300  1.97577  0.37844  -0.1793
S  3.96290  1.91697  -1.09246  0.7474
C  5.16980  1.12667  -2.23026  -0.2422
O  3.87670  3.30117  -1.57416  -0.5229
H  5.67360  2.85267  0.29284  0.0720
H  5.63170  1.06887  0.41994  0.0599
H  4.40820  2.04767  1.25664  0.0261
H  5.44430  0.14727  -1.84966  0.0317
H  6.03340  1.77807  -2.29586  0.0696
H  4.70770  1.03627  -3.20906  0.0378

Force components x, y, z for each atom (eV/Å):
Pt -0.5 0.2 1.0
C 0.0 -0.1 -0.1
C 0.0 0.0 -0.1
C 0.0 0.0 -0.3
C 0.0 -0.1 -0.5
C 0.0 -0.2 -0.1
O 0.1 0.0 0.2
C 0.2 0.5 0.3
C 0.1 0.0 -0.1
C 0.0 0.1 0.1
C -0.1 0.0 0.0
C 0.1 0.0 0.0
C -0.1 -0.1 -0.1
C -0.5 -0.7 0.9
O 0.5 0.4 -1.4
C 0.4 0.4 0.2
C 0.2 0.2 0.2
C -0.2 -0.1 -0.2
N 0.5 0.8 -0.1
C -0.2 -0.3 -0.2
C 0.0 0.2 0.0
Te -0.6 -0.4 0.7
C 0.1 0.1 -0.4
C 0.0 0.0 -0.2
C 0.0 -0.1 0.0
C 0.0 0.0 0.0
C 0.1 0.0 0.1
C 0.0 0.2 -0.2
C -0.1 -0.2 -0.3
C 0.1 0.0 0.1
C 0.0 0.0 0.0
C 0.0 0.0 0.0
C 0.0 -0.1 0.0
C -0.1 0.1 0.0
H -0.1 -0.1 0.1
H 0.0 -0.1 0.1
H -0.1 0.0 0.1
H 0.0 0.0 0.1
H 0.0 0.0 0.0
H -0.1 0.0 0.0
H 0.0 0.0 0.1
H 0.1 0.0 0.1
H 0.1 0.0 0.0
H 0.0 0.0 0.0
H -0.1 -0.1 0.1
H 0.1 0.1 -0.1
H 0.2 0.0 0.0
H 0.1 0.0 0.0
H 0.0 -0.1 -0.1
H 0.0 -0.1 0.0
H 0.0 0.0 0.1
H 0.0 0.1 0.1
H -0.1 0.0 0.1
H -0.1 0.1 -0.1
H -0.1 0.0 0.0
H 0.0 -0.1 0.0
H 0.1 -0.1 0.0
H 0.0 0.0 0.1
C 0.0 0.0 0.0
C 0.0 0.0 0.0
C 0.1 -0.1 -0.2
C 0.0 0.1 0.1
C -0.2 -0.3 0.0
N 0.2 -0.1 -0.2
C 0.2 0.4 0.0
O -0.2 -0.1 0.1
N -0.4 0.4 0.1
C 0.7 -0.1 -0.2
C 0.1 -0.3 0.0
C -0.2 -0.2 0.0
C 0.2 0.5 0.0
N 0.5 -0.4 0.0
C -0.7 0.0 0.2
C 0.0 0.2 0.1
C -0.1 0.0 0.1
H -0.1 -0.1 0.0
H 0.0 -0.1 0.0
H 0.0 -0.1 0.0
H -0.1 0.0 0.1
H 0.0 0.0 0.0
H -0.1 0.1 0.1
H 0.0 -0.3 0.0
H 0.0 0.1 0.0
H 0.1 0.1 0.0
H 0.0 0.0 0.0
H 0.0 0.0 0.0
H 0.1 0.1 -0.1
H 0.0 0.0 -0.1
C 0.1 -0.1 0.1
C 0.0 -0.2 0.1
C 0.4 0.4 -0.3
O 0.0 -0.2 0.1
C -0.4 -0.2 -0.2
H -0.1 0.0 0.0
H 0.0 0.0 0.0
H 0.0 0.0 0.0
H 0.0 0.1 0.0
H 0.0 0.0 -0.1
H 0.0 0.0 0.0
H 0.1 0.0 0.0
H -0.1 0.0 0.1
C -0.7 -0.3 -0.1
S 1.5 -0.6 -0.1
C -0.6 0.0 0.4
O -0.3 1.0 -0.2
H 0.0 0.1 -0.3
H 0.1 -0.2 0.1
H -0.1 0.0 0.1
H 0.1 -0.1 0.0
H 0.1 0.2 0.1
H -0.1 0.0 0.0

The HOMO energy (spin up / spin down) comes out at -9.7019 / -9.7106 eV. As for the LUMO energy (spin up / spin down): -2.173 / -3.210 eV. The calculation puts the HOMO-LUMO gap (spin up / spin down) at 7.529 / 6.501 eV. The total charge is +1. Its relative energy (zero: lowest compared OMol25 entry of this formula, charge and spin) is 0.284 eV. As for the spin multiplicity: 3.

=====

no.,strongest force on any atom (eV/A)
1,1.585
2,1.628